The following is a DFT calculation (ωB97M-V/def2-TZVPD) of a structure of composition C18H26N3O8P2Ti at a distorted geometry.

Each line ends with the natural charge from an NBO analysis.
Positions of all 58 atoms, in Å:
Ti1 -0.35 0.98 -0.35  1.19
P1 0.32 1.99 1.82  0.92
C1 -0.17 3.56 0.94  -0.75
C2 0.53 3.77 -0.37  0.26
N1 0.52 2.68 -1.18  -0.56
C3 1.00 2.73 -2.45  0.27
C4 1.52 3.92 -2.94  -0.23
C5 1.50 5.06 -2.13  -0.09
C6 1.01 4.99 -0.83  -0.23
C7 0.84 1.50 -3.32  -0.75
P2 -0.49 0.34 -2.74  0.91
H1 0.94 5.87 -0.18  0.25
H2 1.88 3.97 -3.97  0.25
H3 1.83 6.02 -2.53  0.25
H4 0.60 1.79 -4.35  0.27
H5 1.77 0.90 -3.36  0.28
H6 -1.28 3.26 0.74  0.27
H7 -0.06 4.39 1.65  0.27
H8 -5.95 -1.93 -1.27  0.48
O1 -2.18 1.17 -0.05  -1.02
H9 -2.85 1.77 -0.44  0.53
H10 -1.61 -0.26 0.38  0.47
O2 -5.29 -1.44 -1.74  -0.93
H11 -4.79 -1.06 -0.98  0.46
C8 -1.93 0.67 -3.80  -0.93
H12 -1.67 0.41 -4.83  0.26
H13 -2.79 0.05 -3.48  0.28
H14 -2.21 1.73 -3.73  0.25
C9 0.05 -1.30 -3.27  -0.93
H15 -0.58 -2.04 -2.75  0.27
H16 -0.08 -1.42 -4.36  0.26
H17 1.10 -1.46 -3.00  0.26
C10 2.00 2.27 2.43  -0.95
H18 1.98 2.93 3.31  0.26
H19 2.45 1.30 2.70  0.28
H20 2.62 2.72 1.65  0.25
C11 -0.67 1.95 3.32  -0.93
H21 -0.63 0.93 3.74  0.28
H22 -0.28 2.67 4.05  0.26
H23 -1.72 2.18 3.09  0.26
O3 0.66 -0.65 0.04  -0.68
C12 -0.08 -1.52 0.60  0.83
O4 -1.38 -1.25 0.72  -0.61
C13 0.42 -2.72 1.23  -0.22
C14 -0.51 -3.75 1.33  -0.17
C15 -0.13 -4.94 1.98  -0.06
C16 1.11 -5.05 2.63  -0.04
C17 2.03 -4.00 2.50  -0.05
C18 1.73 -2.84 1.74  -0.21
N2 3.28 -4.05 3.21  0.48
O5 3.55 -5.09 3.85  -0.42
O6 4.02 -3.04 3.15  -0.46
N3 -1.05 -6.04 1.99  0.49
O7 -2.15 -5.87 1.41  -0.43
O8 -0.70 -7.09 2.56  -0.40
H24 -1.52 -3.68 0.94  0.25
H25 1.41 -5.99 3.10  0.29
H26 2.43 -2.02 1.61  0.24

The strongest force on any atom comes out at 3.92 eV/Å. The gap between HOMO and LUMO (spin up / spin down) comes out at 2.2 / 6.5 eV. The value obtained for the energy above the lowest of the compared OMol25 structures with the same formula, charge and spin is 55.65 kcal/mol. As for the LUMO energy (spin up / spin down): -4.76 / -4.68 eV. The spin multiplicity is 3. Its net charge is +1. The highest occupied orbital energy (spin up / spin down) comes out at -6.96 / -11.19 eV. As for the expectation value of S²: 2.028.

The following is a DFT calculation (ωB97M-V/def2-TZVPD) of the ion C6H8NS2 with charge +1 at a distorted geometry.

Each line ends with the natural charge from an NBO analysis.
Positions of all 17 atoms, in Å:
C1 0.95 -1.61 0.40  -0.01
C2 2.27 -1.53 0.09  -0.38
C3 1.12 0.61 -0.12  0.09
C4 0.25 1.76 -0.52  -0.45
C5 -1.12 1.30 -0.05  -0.45
C6 -1.12 -0.16 0.24  -0.15
N1 0.32 -0.42 0.24  -0.31
S1 2.69 0.11 -0.39  0.62
S2 -2.03 -1.53 -0.61  0.00
H1 0.55 -2.37 0.96  0.26
H2 3.14 -2.29 -0.04  0.30
H3 0.57 2.76 -0.07  0.27
H4 0.33 1.89 -1.59  0.26
H5 -1.32 1.90 0.81  0.24
H6 -1.93 1.49 -0.71  0.26
H7 -1.44 -0.21 1.40  0.25
H8 -3.22 -1.70 -0.03  0.18

The strongest force on any atom comes out at 5.27 eV/Å. The gap between HOMO and LUMO comes out at 9.2 eV. The value obtained for the energy above the lowest of the compared OMol25 structures with the same formula, charge and spin is 0.00 kcal/mol. As for the LUMO energy: -4.22 eV. Its net charge is +1. The highest occupied orbital energy comes out at -13.42 eV.

The following is a DFT calculation (ωB97M-V/def2-TZVPD) of the ion C4H9NO3 with charge +1 at a distorted geometry.

Each line ends with the natural charge from an NBO analysis.
Positions of all 17 atoms, in Å:
O1 -0.53 1.36 1.43  -0.31
C1 -0.30 0.34 0.78  0.62
N1 0.48 -0.55 1.43  -0.28
C2 1.22 -1.70 1.01  0.04
O2 2.29 -1.29 0.17  -0.66
C3 -1.14 0.02 -0.48  -0.50
C4 -0.56 0.82 -1.73  -0.03
O3 -1.68 1.17 -2.36  -0.68
H1 0.71 -0.14 2.40  0.45
H2 0.45 -2.30 0.48  0.21
H3 1.57 -2.32 1.81  0.23
H4 3.17 -1.35 0.55  0.51
H5 -2.14 0.21 -0.24  0.27
H6 -1.21 -1.09 -0.64  0.23
H7 0.11 0.22 -2.37  0.21
H8 -0.18 1.72 -1.21  0.17
H9 -1.81 2.14 -2.25  0.49

The strongest force on any atom comes out at 4.34 eV/Å. The gap between HOMO and LUMO (spin up / spin down) comes out at 10.4 / 4.7 eV. The value obtained for the energy above the lowest of the compared OMol25 structures with the same formula, charge and spin is 54.45 kcal/mol. As for the LUMO energy (spin up / spin down): -3.96 / -9.43 eV. The spin multiplicity is 2. Its net charge is +1. The highest occupied orbital energy (spin up / spin down) comes out at -14.40 / -14.16 eV. As for the expectation value of S²: 0.780.

The following is a DFT calculation (ωB97M-V/def2-TZVPD) of a structure of composition C12H31N4O7Y2 at a distorted geometry.

Each line ends with the Löwdin charge.
Positions of all 56 atoms, in Å:
Y1 -1.83 -3.14 0.21  1.83
Y2 -1.99 -1.19 2.96  1.88
O1 -3.41 -1.84 1.32  -0.48
H1 -4.24 -2.03 0.84  0.05
O2 -1.56 -3.38 2.52  -0.49
H2 -1.30 -4.32 2.58  0.04
O3 -0.77 -1.17 0.96  -0.45
H3 -0.76 -0.25 0.65  -0.01
C1 -2.46 -0.30 -1.76  -0.22
O4 -2.63 -1.44 -1.29  -0.16
N1 -2.94 0.00 -2.98  -0.15
C2 -4.04 -0.69 -3.58  -0.03
C3 -2.53 1.13 -3.75  -0.03
H4 -1.87 0.49 -1.27  0.14
H5 -4.23 -1.68 -3.17  0.09
H6 -3.83 -0.96 -4.61  0.11
H7 -4.97 -0.11 -3.58  0.12
H8 -1.81 0.86 -4.52  0.11
H9 -3.38 1.52 -4.32  0.11
H10 -2.07 1.93 -3.17  0.09
C4 1.62 -3.61 0.98  -0.30
O5 0.50 -3.65 0.56  -0.12
N2 2.73 -3.53 0.21  -0.13
C5 4.03 -3.65 0.87  -0.02
C6 2.63 -3.41 -1.26  0.00
H11 1.84 -3.73 2.05  0.16
H12 4.71 -2.93 0.40  0.10
H13 4.34 -4.66 0.63  0.11
H14 4.16 -3.50 1.94  0.10
H15 3.17 -4.22 -1.76  0.11
H16 1.59 -3.52 -1.60  0.08
H17 2.96 -2.49 -1.74  0.09
C7 0.87 1.58 -1.51  -0.36
O6 -0.01 2.46 -1.45  -0.04
N3 2.16 1.91 -1.51  -0.17
C8 3.13 0.83 -1.74  -0.03
C9 2.63 3.33 -1.51  0.00
H18 0.74 0.49 -1.59  0.12
H19 3.52 1.04 -2.73  0.11
H20 2.58 -0.09 -1.54  0.06
H21 3.98 0.92 -1.07  0.10
H22 3.40 3.50 -2.26  0.10
H23 1.83 4.02 -1.77  0.09
H24 3.10 3.71 -0.61  0.09
C10 -0.82 1.88 2.43  -0.23
O7 -1.79 1.11 2.32  -0.16
N4 -0.79 2.78 3.46  -0.13
C11 0.22 3.88 3.69  0.01
C12 -1.78 2.87 4.50  -0.04
H25 0.00 1.95 1.70  0.16
H26 0.69 3.78 4.67  0.10
H27 -0.31 4.83 3.69  0.11
H28 0.99 3.96 2.92  0.10
H29 -2.60 3.57 4.36  0.12
H30 -2.08 1.87 4.83  0.08
H31 -1.33 3.26 5.41  0.10

The strongest force on any atom comes out at 5.96 eV/Å. The gap between HOMO and LUMO comes out at 6.4 eV. The value obtained for the energy above the lowest of the compared OMol25 structures with the same formula, charge and spin is 59.70 kcal/mol. As for the LUMO energy: -9.78 eV. Its net charge is +3. The highest occupied orbital energy comes out at -16.22 eV.

The following is a DFT calculation (ωB97M-V/def2-TZVPD) of the ion C2H8N4O with charge +2 at a distorted geometry.

Each line ends with the natural charge from an NBO analysis.
Positions of all 15 atoms, in Å:
C1 0.44 1.00 0.77  0.41
C2 1.89 -0.94 1.48  0.56
N1 1.15 -0.06 0.93  -0.45
N2 -0.54 1.07 -0.16  -0.43
N3 -1.06 -0.10 -0.73  -0.28
N4 -1.42 0.04 -2.14  -0.56
O1 1.62 -1.32 2.69  -0.57
H1 0.67 1.94 1.20  0.25
H2 2.78 -1.29 0.98  0.23
H3 -1.11 1.97 -0.30  0.43
H4 -1.97 -0.40 -0.15  0.42
H5 -0.65 -0.23 -2.80  0.48
H6 -1.75 1.08 -2.24  0.45
H7 -2.26 -0.61 -2.49  0.50
H8 2.23 -2.15 2.96  0.55

The strongest force on any atom comes out at 3.66 eV/Å. The gap between HOMO and LUMO comes out at 11.2 eV. The value obtained for the energy above the lowest of the compared OMol25 structures with the same formula, charge and spin is 45.06 kcal/mol. As for the LUMO energy: -7.97 eV. As for the SMILES: [NH3+]N/[NH+]=C\N=C/O. Its net charge is +2. The highest occupied orbital energy comes out at -19.17 eV.

The following is a DFT calculation (ωB97M-V/def2-TZVPD) of a structure of composition C6H8F13MgN2O10S4V at a distorted geometry.

Each line ends with the natural charge from an NBO analysis.
Positions of all 45 atoms, in Å:
Mg1 -2.50 -1.74 3.05  1.93
V1 0.01 -0.28 0.12  1.49
C1 0.91 3.44 -2.30  0.90
F1 0.96 4.00 -3.47  -0.24
F2 2.13 3.39 -1.85  -0.24
F3 -0.05 3.91 -1.48  -0.30
S1 0.29 1.57 -2.52  1.93
O1 -0.13 1.30 -3.92  -0.75
O2 1.49 0.80 -2.14  -0.85
N1 -0.84 1.25 -1.14  -1.01
S2 -2.23 1.63 -1.77  2.11
O3 -2.31 2.83 -2.51  -0.77
O4 -2.76 0.36 -2.35  -0.57
C2 -3.30 2.15 -0.24  0.79
F4 -2.81 3.18 0.43  -0.28
F5 -4.53 2.46 -0.64  -0.27
F6 -3.33 1.12 0.54  -0.31
C3 1.84 -4.22 1.75  0.85
F7 2.49 -4.41 0.50  -0.28
F8 0.56 -4.68 1.77  -0.31
F9 2.49 -4.74 2.74  -0.25
S3 1.71 -2.30 2.23  2.07
O5 0.41 -2.19 2.89  -1.03
O6 2.81 -1.88 3.11  -0.81
N2 1.66 -1.38 0.71  -1.29
S4 3.17 -1.48 0.21  2.10
O7 4.09 -2.44 0.89  -0.82
O8 3.14 -1.60 -1.29  -0.86
C4 3.80 0.32 0.55  0.76
F10 4.47 0.35 1.69  -0.29
F11 4.55 0.86 -0.44  -0.29
F12 2.81 1.15 0.78  -0.32
F13 -1.68 -0.97 1.43  -0.91
C5 -3.78 -3.01 -1.76  -0.25
O9 -3.92 -1.88 -1.02  -0.69
H1 -3.01 -3.62 -1.29  0.15
H2 -4.74 -3.53 -1.81  0.21
H3 -3.45 -2.46 -2.64  0.19
H4 -3.02 -1.64 -0.82  0.43
C6 0.49 2.74 1.89  -0.26
O10 0.22 1.36 1.67  -0.77
H5 0.87 3.19 0.97  0.20
H6 -0.27 3.46 2.20  0.21
H7 1.16 2.64 2.74  0.21
H8 0.11 0.99 2.54  0.49

The strongest force on any atom comes out at 7.83 eV/Å. The gap between HOMO and LUMO (spin up / spin down) comes out at 4.2 / 3.8 eV. As for the LUMO energy (spin up / spin down): -11.57 / -11.80 eV. The spin multiplicity is 5. Its net charge is +2. The highest occupied orbital energy (spin up / spin down) comes out at -15.81 / -15.63 eV. As for the expectation value of S²: 6.016.